Entry 1:
136
Properties=species:S:1:pos:R:3:forces:R:3 method="wB97M-V/def2-TZVPD" total_charge=+1 total_energy_ev=-121569.2874 e_lumo_ev=-5.2 e_homo_ev=-10.07 relative_energy_kj_mol=2543.3 spin_multiplicity=1
C -3.674 -5.318 0.368 1.43 -0.20 0.23
C -2.633 -4.392 -0.556 -1.02 -1.02 1.42
C -3.200 -2.853 -0.474 -0.50 -0.45 -1.90
O -2.273 -1.883 0.134 -0.69 -0.46 1.76
C -2.167 -2.065 1.598 1.04 -1.67 -0.56
C -1.129 -0.998 2.284 0.95 1.83 1.05
C -1.769 -0.074 3.514 5.65 0.06 -1.55
P -3.543 -0.200 4.199 -3.17 3.13 2.53
N -3.794 1.170 5.084 0.24 -2.23 -2.42
O -3.815 -1.584 5.259 0.84 2.73 -1.87
O -4.720 -0.129 2.884 2.98 0.46 1.51
C -0.761 1.014 4.201 -0.92 -2.44 -2.62
N 0.657 1.203 3.715 -3.23 -3.49 -1.46
N 1.406 2.181 4.391 -1.37 1.68 0.82
C 1.456 1.935 5.879 -1.25 1.16 6.29
C 2.124 0.491 6.392 -0.71 -0.48 -0.71
O 0.982 2.725 6.844 2.88 -4.14 -7.02
C 1.010 3.582 4.017 -3.27 4.94 -2.84
C 1.991 4.804 4.602 1.03 -0.71 -0.02
O 0.005 3.974 3.236 5.93 -3.80 4.72
C 1.310 0.379 2.581 -1.79 -1.39 -0.31
C 2.852 0.813 2.263 0.01 0.86 0.85
C 3.005 2.323 1.571 2.60 -0.79 0.50
C 4.408 2.248 0.664 0.29 0.97 -0.07
I 1.374 2.856 0.217 0.61 -0.01 0.91
C 0.461 -0.826 1.785 -1.64 2.45 4.23
C 1.155 -1.725 0.612 0.25 -1.31 -1.96
F 2.569 -2.161 0.927 -4.03 1.66 -0.47
F 0.479 -3.044 0.337 1.60 3.75 1.67
C 1.036 -0.882 -0.796 -0.11 0.44 -0.43
C 2.445 -0.285 -1.373 -0.87 1.26 0.35
Si 3.373 -1.413 -2.626 1.17 0.25 -1.11
C 3.789 -0.302 -4.193 0.11 0.98 -0.45
C 5.098 -1.846 -1.803 0.02 -0.01 1.16
C 2.396 -2.956 -3.229 -1.91 -3.72 -1.08
C 2.899 -4.426 -2.629 -3.74 0.20 -3.17
C 2.098 -5.763 -3.143 -0.82 3.41 -0.86
C 0.833 -5.661 -4.211 2.09 3.32 1.31
C 0.370 -4.199 -4.814 3.15 -0.35 3.01
C 1.144 -2.828 -4.319 0.81 -4.27 1.27
H -3.554 -4.928 1.486 -0.65 -0.79 -2.34
H -4.781 -5.258 -0.018 2.25 -0.16 0.89
H -3.263 -6.439 0.388 -1.19 2.41 -0.17
H -2.606 -4.851 -1.633 -0.02 1.30 1.99
H -1.573 -4.545 -0.062 -2.03 0.69 -1.18
H -3.353 -2.498 -1.602 0.51 -0.43 2.59
H -4.290 -2.793 0.009 2.46 -0.21 -0.64
H -3.228 -2.122 2.081 1.92 0.65 -0.64
H -1.681 -3.145 1.750 -0.84 2.26 0.02
H -4.600 1.667 4.613 1.10 -0.61 0.93
H -4.037 -1.208 6.177 0.34 -0.20 -2.00
H -4.620 0.831 2.549 -0.15 -2.05 0.67
H -1.201 1.690 5.075 1.23 -1.38 -2.03
H 1.337 -0.070 7.092 1.69 1.56 -1.52
H 3.116 0.640 7.001 -2.06 0.11 -1.27
H 2.338 -0.238 5.489 -0.35 1.61 1.74
H 1.675 5.112 5.695 0.40 -0.66 -2.40
H 2.028 5.734 3.855 -0.65 -2.29 1.66
H 3.123 4.431 4.673 -2.50 0.55 -0.07
H 3.477 0.097 1.599 -1.88 0.80 1.20
H 3.434 0.895 3.302 -1.40 -0.29 -2.15
H 3.243 3.129 2.410 -1.16 -1.65 -1.87
H 4.168 2.163 -0.495 0.57 -0.04 2.61
H 5.136 1.393 1.029 -1.62 1.59 -0.76
H 5.003 3.262 0.822 -1.32 -2.10 -0.41
H 0.259 0.015 -0.670 1.69 -2.07 0.14
H 0.574 -1.576 -1.628 0.94 1.04 1.94
H 3.224 0.041 -0.562 -1.68 -0.63 -1.31
H 2.166 0.712 -1.968 0.56 -2.13 1.33
H 4.868 -0.548 -4.576 -2.07 0.42 0.58
H 3.771 0.859 -3.918 0.07 -2.44 -0.58
H 3.018 -0.470 -5.057 1.48 0.30 1.53
H 4.900 -2.700 -1.003 0.76 1.60 -1.69
H 5.433 -0.897 -1.160 -0.55 -1.96 -1.50
H 5.925 -2.122 -2.585 -1.59 0.39 1.69
H 3.820 -4.473 -1.871 -2.36 -0.01 -1.96
H 2.448 -6.800 -2.698 -0.90 2.34 -1.26
H 0.281 -6.660 -4.522 1.32 2.43 0.66
H -0.521 -4.139 -5.571 1.99 -0.12 1.64
H 0.773 -1.802 -4.777 1.07 -2.32 1.11
C 3.805 -11.511 0.293 0.07 0.06 -0.09
C 3.150 -10.338 -0.088 0.35 -0.07 -0.19
C 3.701 -9.519 -1.075 0.08 -0.10 -0.01
C 4.910 -9.887 -1.680 -0.41 -0.59 0.71
C 5.574 -11.059 -1.294 -0.06 0.05 -0.01
C 5.015 -11.869 -0.303 -0.21 0.35 -0.11
N 5.481 -9.043 -2.737 0.70 0.69 -1.04
O 4.874 -8.004 -3.037 0.83 -1.40 0.43
O 6.535 -9.419 -3.270 -1.64 0.62 0.83
H 3.369 -12.149 1.059 0.10 0.14 -0.16
H 2.208 -10.065 0.383 0.21 -0.02 -0.13
H 3.178 -8.609 -1.361 0.29 -0.22 -0.06
H 6.516 -11.354 -1.752 -0.26 0.26 -0.02
H 5.520 -12.783 0.001 -0.07 0.22 -0.11
C -2.531 3.957 -0.478 -0.22 -0.01 0.04
C -2.837 4.368 0.821 -0.21 -0.09 -0.19
C -4.169 4.504 1.217 -0.06 -0.07 -0.07
C -5.191 4.220 0.301 0.99 -0.12 -0.27
C -4.888 3.815 -1.005 -0.02 0.00 0.05
C -3.552 3.685 -1.390 -0.06 0.10 0.38
N -6.594 4.336 0.719 -1.51 0.04 0.10
O -6.822 4.716 1.877 0.34 -0.69 -1.65
O -7.469 4.044 -0.108 1.41 0.49 1.35
H -1.491 3.847 -0.780 -0.21 0.06 0.05
H -2.036 4.579 1.526 -0.18 -0.03 -0.10
H -4.390 4.825 2.232 -0.15 -0.05 -0.29
H -5.671 3.596 -1.727 0.05 0.11 0.34
H -3.305 3.368 -2.401 -0.12 0.07 0.20
C -6.514 7.075 3.845 -0.07 0.02 0.04
C -6.930 8.392 3.645 0.37 -0.05 0.25
C -6.216 9.446 4.217 0.07 -0.04 0.02
C -5.078 9.169 4.988 -0.53 -0.74 -0.42
C -4.663 7.847 5.197 0.00 0.03 -0.04
C -5.387 6.801 4.622 -0.10 0.49 -0.09
N -4.308 10.274 5.571 0.66 1.17 0.54
O -4.719 11.428 5.379 0.64 -1.78 0.30
O -3.290 9.990 6.218 -1.43 0.40 -0.91
H -7.071 6.257 3.392 0.15 0.30 0.18
H -7.811 8.598 3.039 0.20 0.00 0.15
H -6.553 10.467 4.052 0.27 -0.18 0.17
H -3.785 7.617 5.797 -0.20 0.30 -0.11
H -5.071 5.772 4.775 -0.04 0.21 0.03
C 1.452 4.116 -8.950 0.00 -0.12 0.04
C 2.101 3.108 -9.666 -0.20 -0.10 0.34
C 2.041 1.786 -9.223 -0.05 0.00 0.06
C 1.321 1.481 -8.059 0.05 0.93 -0.32
C 0.676 2.491 -7.334 0.03 0.00 -0.05
C 0.745 3.811 -7.786 0.19 -0.33 -0.19
N 1.234 0.089 -7.602 0.22 -1.34 -0.01
O 1.834 -0.774 -8.260 -1.01 1.37 1.16
O 0.561 -0.145 -6.588 0.84 0.26 -1.17
H 1.497 5.145 -9.302 0.00 -0.22 0.08
H 2.651 3.354 -10.572 -0.11 -0.11 0.20
H 2.552 1.012 -9.792 -0.21 0.05 0.29
H 0.118 2.270 -6.427 0.19 -0.16 -0.28
H 0.244 4.602 -7.232 0.09 -0.21 -0.09

Entry 2:
122
Properties=species:S:1:pos:R:3:forces:R:3 method="wB97M-V/def2-TZVPD" total_charge=-2 total_energy_ev=-110948.9672 e_lumo_ev=3.5 e_homo_ev=-1.85 relative_energy_kj_mol=0.0 spin_multiplicity=1
Sc -0.030 -0.033 -0.426 0.10 -0.93 -0.11
C -0.671 -3.251 -1.788 -0.02 0.10 -0.04
O 0.279 -2.370 -1.172 0.09 -0.06 0.06
C 1.517 -2.984 -1.090 -0.16 -0.05 0.01
C 2.415 -2.865 -2.135 0.09 0.00 -0.09
C 2.143 -1.932 -3.290 0.05 0.05 0.06
C 2.989 -0.684 -3.198 0.01 -0.11 -0.10
C 4.085 -0.518 -4.030 -0.02 0.03 -0.04
C 4.895 0.618 -4.001 -0.04 -0.03 0.05
C 4.526 1.616 -3.106 -0.05 0.01 -0.02
C 3.434 1.485 -2.253 0.09 0.17 0.03
C 3.086 2.585 -1.276 0.08 -0.12 0.00
C 3.571 2.229 0.112 0.03 0.02 -0.06
C 4.935 2.183 0.403 0.00 -0.05 -0.02
C 5.410 1.774 1.642 -0.05 0.03 0.01
C 4.473 1.367 2.594 0.07 -0.07 -0.01
C 3.114 1.379 2.335 -0.02 -0.02 0.04
C 2.115 0.792 3.306 0.04 -0.10 -0.04
C 2.160 -0.720 3.238 0.06 0.10 0.13
C 3.003 -1.383 4.127 -0.05 -0.01 0.05
C 3.146 -2.763 4.144 -0.02 0.03 -0.02
C 2.393 -3.462 3.207 -0.03 0.00 0.01
C 1.557 -2.840 2.291 -0.04 -0.18 -0.03
C 0.883 -3.692 1.239 0.11 0.10 0.03
C 1.797 -3.754 0.032 -0.01 -0.03 0.10
C 2.980 -4.476 0.052 0.05 0.05 0.03
C 3.900 -4.419 -0.995 -0.05 0.00 0.01
C 3.604 -3.589 -2.069 0.03 0.06 -0.02
C 5.194 -5.230 -0.906 -0.01 0.01 0.01
C 6.038 -4.703 0.262 0.01 0.02 0.01
C 4.861 -6.709 -0.663 0.00 -0.02 -0.01
C 6.025 -5.133 -2.186 0.01 0.02 0.00
C 1.420 -1.434 2.275 -0.13 0.01 -0.04
O 0.604 -0.828 1.424 0.08 0.03 -0.24
C 4.065 -3.509 5.112 -0.02 -0.01 -0.03
C 4.827 -2.553 6.030 0.01 -0.01 0.00
C 5.092 -4.328 4.317 0.01 0.02 -0.01
C 3.238 -4.461 5.988 -0.02 0.02 0.00
C 2.677 1.857 1.101 -0.04 0.00 0.03
O 1.327 1.944 0.879 -0.20 0.10 -0.04
C 0.724 3.082 1.519 0.06 0.01 0.01
C 6.899 1.726 1.986 0.00 -0.02 0.01
C 7.171 2.609 3.213 0.00 0.01 -0.01
C 7.775 2.222 0.836 0.00 -0.01 -0.02
C 7.301 0.279 2.306 -0.02 -0.01 -0.01
C 2.673 0.306 -2.248 -0.08 -0.01 0.13
O 1.705 0.140 -1.371 0.02 0.08 -0.15
C 6.108 0.721 -4.925 -0.01 0.00 0.00
C 6.877 2.028 -4.721 -0.01 0.00 0.00
C 5.659 0.653 -6.391 -0.02 0.01 0.00
C 7.070 -0.443 -4.642 0.00 0.00 0.02
H -0.704 -4.192 -1.234 0.01 -0.03 0.02
H -1.639 -2.767 -1.753 0.00 0.02 0.00
H -0.376 -3.435 -2.822 0.00 -0.02 -0.03
H 2.373 -2.434 -4.233 0.00 -0.05 0.00
H 1.087 -1.662 -3.299 0.01 0.04 -0.02
H 4.300 -1.313 -4.741 0.00 0.01 0.02
H 5.088 2.542 -3.056 -0.01 -0.01 0.01
H 3.554 3.514 -1.611 0.02 0.03 0.04
H 2.007 2.730 -1.251 -0.03 0.01 -0.02
H 5.622 2.458 -0.389 -0.02 0.00 0.02
H 4.806 0.989 3.556 -0.01 0.02 -0.03
H 2.363 1.096 4.325 0.02 0.05 0.00
H 1.114 1.149 3.084 -0.02 -0.02 0.03
H 3.549 -0.772 4.837 -0.02 -0.01 -0.02
H 2.449 -4.548 3.174 0.00 0.02 0.00
H 0.719 -4.693 1.645 0.02 -0.04 -0.04
H -0.078 -3.266 0.960 -0.03 0.02 0.03
H 3.199 -5.071 0.933 0.01 0.01 -0.02
H 4.304 -3.469 -2.888 -0.02 -0.03 0.03
H 5.487 -4.753 1.202 0.01 0.00 0.00
H 6.957 -5.289 0.368 -0.01 0.01 0.00
H 6.309 -3.658 0.094 -0.01 -0.02 0.01
H 4.350 -6.854 0.290 0.01 0.01 -0.04
H 4.210 -7.089 -1.454 0.03 0.00 0.01
H 5.778 -7.307 -0.650 -0.03 0.02 0.01
H 6.357 -4.108 -2.372 -0.03 -0.04 0.00
H 6.915 -5.761 -2.090 -0.01 0.02 0.00
H 5.459 -5.473 -3.056 0.02 0.00 0.01
H 5.453 -1.866 5.455 -0.02 -0.01 0.02
H 4.145 -1.963 6.647 0.02 -0.01 -0.01
H 5.477 -3.126 6.697 -0.01 0.02 -0.01
H 5.692 -3.671 3.681 0.00 -0.02 0.02
H 5.763 -4.869 4.992 -0.02 0.01 -0.02
H 4.599 -5.057 3.670 0.02 0.01 0.02
H 2.480 -3.904 6.544 0.02 -0.02 0.00
H 2.723 -5.209 5.381 0.01 0.03 0.02
H 3.881 -4.986 6.703 -0.01 0.01 -0.02
H 1.319 3.369 2.389 0.03 0.01 0.02
H 0.668 3.913 0.815 0.01 0.01 -0.03
H -0.278 2.804 1.826 -0.03 -0.02 -0.01
H 6.845 3.634 3.024 0.02 -0.01 0.01
H 6.635 2.244 4.091 0.01 0.02 -0.03
H 8.240 2.620 3.446 -0.03 -0.01 0.00
H 7.536 3.254 0.569 0.01 -0.02 0.00
H 8.825 2.183 1.136 -0.01 0.00 -0.01
H 7.655 1.601 -0.055 0.00 0.02 0.03
H 6.723 -0.118 3.144 0.02 0.00 -0.03
H 7.119 -0.366 1.444 0.01 0.00 0.02
H 8.363 0.224 2.565 -0.01 0.00 0.00
H 6.255 2.896 -4.954 0.02 -0.02 0.01
H 7.230 2.125 -3.692 0.00 0.00 -0.03
H 7.747 2.048 -5.383 -0.01 0.00 0.01
H 4.958 1.462 -6.612 0.02 -0.02 0.00
H 6.519 0.743 -7.063 -0.02 -0.01 0.01
H 5.155 -0.291 -6.607 0.01 0.03 0.01
H 7.412 -0.409 -3.605 0.00 -0.01 -0.02
H 6.581 -1.406 -4.800 0.02 0.02 0.00
H 7.943 -0.390 -5.300 -0.01 -0.01 0.01
S -2.518 -1.083 0.043 0.38 0.13 0.00
C -3.334 -0.839 -1.484 -0.30 -0.07 0.21
C -4.751 -1.120 -1.461 0.25 0.04 -0.04
N -5.875 -1.371 -1.420 -0.04 0.00 0.02
C -2.763 -0.476 -2.664 0.00 0.06 -0.37
S -1.080 -0.136 -2.951 -0.04 0.04 0.38
C -3.607 -0.391 -3.837 0.14 0.01 0.23
N -4.248 -0.322 -4.791 -0.01 -0.02 -0.04
O -1.362 0.595 2.928 0.01 -0.06 0.03
H -0.700 0.019 2.501 -0.06 0.05 0.02
H -2.113 0.546 2.322 0.00 0.04 -0.05
N -1.795 2.859 -0.419 -0.02 0.08 0.02
C -1.179 1.878 -0.387 -0.24 0.43 -0.08